(1)
{"formula": "C21H43BO2P2Pd", "method": "the ωB97M-V functional and the def2-TZVPD basis", "elements": ["P", "P", "C", "C", "H", "H", "H", "H", "C", "H", "H", "H", "C", "H", "H", "H", "C", "H", "H", "H", "C", "H", "H", "H", "Pd", "C", "C", "C", "C", "C", "C", "C", "C", "C", "H", "H", "H", "H", "H", "H", "H", "H", "H", "H", "H", "H", "H", "H", "H", "C", "C", "C", "O", "B", "O", "C", "C", "C", "H", "H", "H", "H", "H", "H", "H", "H", "H", "H", "H", "H"], "xyz": [[0.819, -0.636, -2.062], [1.351, 2.280, -1.349], [0.435, 0.716, -3.354], [1.379, 1.895, -3.155], [-0.620, 1.032, -3.217], [0.498, 0.278, -4.364], [2.377, 1.583, -3.460], [1.130, 2.788, -3.743], [-0.372, 2.865, -1.135], [-0.441, 3.355, -0.158], [-1.088, 2.036, -1.165], [-0.594, 3.585, -1.931], [2.312, 3.800, -1.132], [1.724, 4.650, -1.508], [3.236, 3.728, -1.710], [2.536, 3.922, -0.061], [0.308, -1.888, -3.351], [0.104, -2.860, -2.900], [1.186, -1.977, -4.004], [-0.545, -1.563, -3.953], [2.564, -1.371, -2.124], [3.067, -1.310, -1.148], [3.155, -0.926, -2.933], [2.365, -2.429, -2.321], [1.537, 0.444, -0.258], [-3.092, -1.352, -1.226], [-2.840, -1.549, -2.535], [-3.266, -2.732, -3.353], [-3.209, -4.022, -2.470], [-1.800, -4.402, -2.115], [-0.991, -3.852, -1.190], [-1.231, -2.883, -0.069], [-2.527, -1.997, 0.004], [2.135, -1.014, 1.128], [-3.713, -0.494, -0.941], [-2.514, -0.698, -3.136], [-2.577, -2.855, -4.203], [-4.280, -2.622, -3.793], [-3.806, -3.818, -1.574], [-3.689, -4.853, -3.015], [-1.408, -5.208, -2.762], [-0.001, -4.345, -1.089], [-0.339, -2.216, 0.026], [-1.240, -3.501, 0.853], [-3.308, -2.513, 0.595], [-2.237, -1.167, 0.675], [2.928, -0.495, 1.699], [2.554, -1.909, 0.655], [1.303, -1.342, 1.767], [1.513, 3.433, 3.988], [1.354, 1.955, 3.737], [2.010, 1.252, 4.918], [2.041, 1.605, 2.519], [1.109, 1.234, 1.551], [-0.191, 1.418, 2.021], [-0.155, 1.549, 3.458], [-0.532, 0.195, 4.076], [-1.229, 2.553, 3.837], [0.996, 3.736, 4.905], [1.130, 4.031, 3.158], [2.573, 3.641, 4.134], [3.019, 1.667, 5.045], [1.456, 1.459, 5.849], [2.076, 0.163, 4.786], [-0.641, 0.294, 5.166], [-1.511, -0.136, 3.693], [0.218, -0.596, 3.904], [-1.024, 3.536, 3.398], [-2.205, 2.192, 3.493], [-1.283, 2.658, 4.928]], "forces_ev_per_a": [[-1.42, -1.44, -3.17], [-0.94, 1.09, -0.75], [0.64, 0.15, -0.12], [-0.16, 0.40, -0.09], [0.46, -0.35, 0.15], [0.16, 0.36, 0.31], [0.23, 0.09, 0.14], [-0.12, -0.13, 0.03], [0.11, 0.42, -0.25], [-0.08, -0.10, -0.15], [0.23, 0.15, 0.06], [-0.19, 0.01, 0.16], [-0.09, 0.23, -0.03], [0.26, -0.10, 0.15], [0.02, 0.04, 0.20], [-0.02, 0.06, -0.43], [-0.14, -0.58, 0.20], [0.02, 0.20, -0.32], [-0.25, 0.03, -0.09], [0.05, -0.14, 0.32], [0.23, 0.80, -0.06], [0.11, 0.19, -0.61], [0.07, -0.28, 0.16], [0.19, 0.21, 0.03], [0.83, -0.97, 2.60], [-1.09, 0.89, 5.00], [0.95, -0.49, -5.01], [-0.20, -0.62, 0.27], [-0.52, 0.45, -0.32], [0.40, -0.01, 0.12], [-0.24, -1.50, -0.05], [-0.35, 0.53, 0.34], [1.36, 0.15, 0.36], [-0.20, 0.19, 0.91], [-0.52, -0.38, -0.16], [0.52, -0.12, 0.13], [-0.17, 0.13, 0.14], [0.25, -0.02, 0.24], [0.04, -0.17, -0.12], [0.17, 0.29, 0.27], [0.11, 0.52, 0.49], [-0.47, 0.44, -0.22], [-0.66, -0.47, -0.14], [0.16, 0.32, -0.33], [0.04, -0.03, -0.52], [-0.12, -0.16, -0.01], [-0.43, -0.69, 0.05], [-0.17, 0.16, -0.15], [0.47, -0.02, 0.24], [0.01, 0.51, -0.02], [-0.51, -0.03, 0.28], [0.00, -0.35, 0.19], [-0.52, -0.15, 0.11], [0.44, 0.59, 0.68], [0.43, -0.39, -0.38], [0.13, -0.50, -0.04], [0.00, -0.29, 0.20], [0.13, 0.27, 0.26], [0.02, -0.05, -0.15], [0.08, 0.03, 0.00], [0.01, 0.15, -0.17], [-0.19, -0.26, -0.05], [0.13, -0.08, -0.33], [0.04, 0.37, 0.00], [0.07, 0.03, -0.21], [0.41, 0.12, -0.03], [-0.34, 0.37, -0.17], [-0.18, -0.20, 0.06], [0.25, 0.08, -0.02], [0.02, 0.06, -0.17]], "nbo_charge": [0.75, 1.03, -0.70, -0.73, 0.23, 0.22, 0.23, 0.22, -0.95, 0.25, 0.25, 0.21, -0.96, 0.23, 0.24, 0.26, -0.90, 0.24, 0.20, 0.22, -0.92, 0.25, 0.22, 0.24, 0.14, -0.16, -0.15, -0.45, -0.45, -0.20, -0.19, -0.46, -0.47, -1.01, 0.19, 0.18, 0.21, 0.21, 0.21, 0.21, 0.20, 0.20, 0.24, 0.22, 0.22, 0.23, 0.22, 0.19, 0.20, -0.62, 0.23, -0.62, -0.78, 0.95, -0.80, 0.26, -0.64, -0.63, 0.21, 0.21, 0.22, 0.22, 0.21, 0.22, 0.21, 0.22, 0.22, 0.22, 0.22, 0.21], "e_lumo_ev": [0.7, -0.4], "s_squared": 2.00, "de_lowest_kj_mol": 86.98, "multiplicity": 3, "orbital_gap_ev": [6.77, 6.81]}

***

(2)
{"formula": "C23H22N4O6", "method": "the ωB97M-V functional and the def2-TZVPD basis", "elements": ["O", "C", "C", "N", "C", "O", "C", "C", "C", "O", "N", "C", "C", "C", "C", "C", "N", "C", "C", "C", "C", "C", "C", "O", "C", "O", "N", "C", "C", "C", "C", "C", "O", "H", "H", "H", "H", "H", "H", "H", "H", "H", "H", "H", "H", "H", "H", "H", "H", "H", "H", "H", "H", "H", "H"], "xyz": [[1.449, 2.736, -2.952], [1.042, 1.676, -2.522], [1.796, 0.368, -2.775], [1.802, -0.547, -1.650], [0.952, -1.605, -1.660], [0.240, -1.849, -2.615], [0.913, -2.446, -0.392], [-0.508, -2.971, -0.207], [-1.479, -1.814, -0.046], [-1.144, -0.650, -0.116], [-2.752, -2.232, 0.183], [-3.909, -1.486, 0.391], [-3.942, -0.095, 0.448], [-5.166, 0.507, 0.677], [-6.298, -0.279, 0.836], [-6.150, -1.653, 0.760], [-4.989, -2.246, 0.547], [2.763, -0.310, -0.636], [2.709, 0.850, 0.123], [3.664, 1.122, 1.099], [4.664, 0.198, 1.280], [4.725, -0.968, 0.513], [3.794, -1.244, -0.456], [5.813, -1.705, 0.890], [6.448, -0.963, 1.910], [5.712, 0.216, 2.159], [-0.106, 1.537, -1.838], [-0.915, 2.680, -1.481], [-1.167, 2.729, -0.011], [-2.297, 3.002, 0.702], [-1.942, 2.887, 2.069], [-0.626, 2.551, 2.082], [-0.148, 2.460, 0.831], [2.821, 0.617, -3.061], [1.303, -0.147, -3.606], [1.211, -1.842, 0.465], [1.605, -3.284, -0.494], [-0.571, -3.628, 0.663], [-0.800, -3.533, -1.097], [-2.939, -3.228, 0.187], [-3.042, 0.482, 0.322], [-5.234, 1.584, 0.734], [-7.266, 0.163, 1.014], [-6.994, -2.320, 0.877], [1.907, 1.552, -0.034], [3.623, 2.022, 1.688], [3.855, -2.134, -1.059], [6.499, -1.567, 2.829], [7.470, -0.700, 1.593], [-0.379, 0.643, -1.448], [-0.358, 3.565, -1.816], [-1.877, 2.651, -2.004], [-3.256, 3.261, 0.302], [-2.582, 3.030, 2.916], [0.059, 2.355, 2.883]], "forces_ev_per_a": [[0.19, 0.23, -0.19], [0.21, -0.38, -0.11], [0.04, 0.09, -0.39], [0.04, 0.32, -0.32], [0.18, -0.21, 0.34], [-0.24, -0.15, -0.13], [-0.44, -0.04, -0.05], [0.37, 0.21, -0.16], [-0.12, -0.64, 0.02], [0.07, 0.36, 0.06], [0.01, -0.27, -0.01], [-0.37, 0.34, 0.08], [0.10, 0.03, -0.03], [-0.07, -0.27, 0.01], [0.01, 0.06, 0.00], [-0.19, 0.19, 0.04], [0.36, -0.28, -0.08], [0.29, 0.09, 0.40], [-0.11, -0.19, -0.21], [0.39, -0.15, 0.17], [-0.14, -0.42, -0.39], [-0.15, 0.51, 0.27], [0.21, 0.07, 0.15], [-0.35, -0.11, -0.34], [1.07, -0.32, 0.60], [-0.36, 0.32, -0.04], [-0.43, -0.07, 0.25], [0.29, 0.15, 0.01], [-0.94, 0.18, -0.18], [0.50, -0.08, -0.47], [0.53, -0.11, 0.21], [-0.67, 0.16, 0.67], [0.36, -0.06, -0.41], [-0.16, 0.04, 0.06], [0.11, 0.13, 0.09], [0.04, -0.11, -0.03], [0.04, 0.02, 0.04], [-0.03, -0.01, -0.01], [-0.05, -0.03, 0.09], [0.10, 0.14, 0.00], [0.04, 0.02, 0.01], [0.02, 0.10, 0.00], [-0.10, 0.01, 0.02], [-0.12, 0.03, 0.02], [-0.12, 0.04, -0.01], [-0.01, 0.15, 0.08], [0.00, -0.13, -0.12], [-0.10, 0.14, -0.22], [-0.28, -0.02, 0.01], [0.12, -0.03, -0.05], [-0.18, -0.14, 0.03], [0.09, 0.11, 0.11], [-0.20, 0.03, -0.18], [-0.06, 0.01, 0.24], [0.17, -0.05, 0.04]], "nbo_charge": [-0.63, 0.67, -0.32, -0.48, 0.71, -0.64, -0.50, -0.49, 0.72, -0.65, -0.60, 0.37, -0.29, -0.15, -0.28, 0.05, -0.46, 0.22, -0.25, -0.24, 0.22, 0.30, -0.32, -0.49, 0.24, -0.47, -0.62, -0.27, 0.29, -0.32, -0.31, 0.09, -0.41, 0.23, 0.26, 0.24, 0.24, 0.23, 0.25, 0.42, 0.27, 0.22, 0.22, 0.20, 0.24, 0.23, 0.23, 0.16, 0.16, 0.44, 0.25, 0.21, 0.22, 0.23, 0.20], "e_lumo_ev": 0.6, "de_lowest_kj_mol": 155.66, "multiplicity": 1, "smiles": "O=C(CN(C(=O)CCC(=O)Nc1ccccn1)c1ccc2c(c1)OCO2)NCc1ccco1", "orbital_gap_ev": 8.85}

***

(3)
{"formula": "C6H41NO14", "method": "the ωB97M-V functional and the def2-TZVPD basis", "elements": ["C", "C", "C", "C", "C", "C", "N", "H", "H", "H", "H", "H", "H", "H", "H", "H", "H", "H", "H", "H", "H", "H", "O", "H", "H", "O", "H", "H", "O", "H", "H", "O", "H", "H", "O", "H", "H", "O", "H", "H", "O", "H", "H", "O", "H", "H", "O", "H", "H", "O", "H", "H", "O", "H", "H", "O", "H", "H", "O", "H", "H", "O"], "xyz": [[0.453, -0.884, 0.512], [-0.806, -0.024, 1.067], [-0.789, 1.469, 0.642], [-3.308, 1.315, 0.596], [-2.099, 2.005, 0.582], [-1.952, 3.491, 0.186], [0.882, -0.820, -0.830], [1.250, -0.658, 1.221], [0.241, -2.012, 0.955], [-1.781, -0.530, 0.764], [-0.707, 0.026, 2.143], [-0.342, 1.523, -0.369], [-0.070, 1.940, 1.449], [-3.437, 0.263, 0.663], [-4.159, 1.943, 0.552], [-2.720, 3.868, -0.332], [-1.009, 3.615, -0.551], [-1.741, 4.195, 0.979], [1.342, 0.074, -1.146], [0.001, -0.748, -1.403], [2.569, 0.288, -3.704], [2.697, 0.413, -2.265], [2.229, 0.898, -2.997], [3.097, 0.654, 0.766], [3.360, 1.826, -0.159], [3.407, 0.878, -0.124], [2.867, -0.758, 3.036], [3.299, 0.138, 1.935], [3.654, -0.266, 2.662], [0.015, 0.540, 3.513], [0.867, 0.548, 4.591], [0.772, 1.125, 3.807], [-1.920, -1.924, 3.475], [-1.379, -0.870, 4.420], [-1.173, -1.513, 3.768], [-2.024, -0.313, -3.754], [-0.798, 0.044, -2.904], [-1.175, -0.596, -3.445], [-1.524, -2.868, 0.441], [-0.910, -3.463, 1.678], [-1.745, -3.382, 1.262], [-3.227, 1.777, -1.983], [-2.375, 2.666, -2.817], [-2.843, 1.733, -2.866], [-3.451, -1.799, -1.014], [-2.223, -0.654, -1.149], [-3.064, -1.070, -1.482], [-0.880, -2.384, -2.958], [-1.923, -3.229, -1.975], [-0.995, -3.020, -2.187], [1.467, 2.416, 1.150], [2.445, 2.248, 2.413], [2.394, 2.645, 1.541], [2.482, -1.616, -1.687], [3.921, -1.807, -1.441], [3.315, -1.524, -2.181], [1.561, -2.961, 1.390], [1.341, -3.427, 2.836], [1.420, -2.738, 2.290], [0.179, 2.048, -1.739], [0.529, 1.611, -3.191], [-0.207, 1.687, -2.491]], "forces_ev_per_a": [[-1.31, -1.72, 3.80], [0.70, -0.67, -1.51], [2.08, -3.40, 1.93], [-0.13, 0.70, 0.23], [1.42, 3.80, -1.42], [3.64, -1.70, -0.23], [-1.85, 1.87, -2.15], [0.32, 0.37, -0.31], [0.00, 3.24, -2.08], [1.47, 0.48, 0.63], [-0.52, -0.90, -0.18], [-0.19, 0.18, 0.62], [-1.64, -0.03, -1.70], [0.03, -0.53, 0.06], [-1.06, 0.30, -0.09], [-3.32, 1.29, -1.80], [-2.04, -0.48, 1.78], [0.08, -0.16, 0.73], [-0.29, -1.12, 1.23], [1.30, -1.05, 0.27], [-0.61, 0.97, 0.39], [-0.16, 0.77, -0.40], [1.46, -1.68, -0.40], [0.11, 0.73, -1.37], [0.16, 0.68, 0.28], [-0.21, -1.24, -0.43], [1.38, 0.58, -0.50], [-0.95, 1.33, -2.14], [-0.21, -2.44, 3.66], [0.93, 1.26, -0.44], [1.11, 0.91, 0.27], [-1.83, -2.18, 0.28], [-3.41, -1.76, -1.16], [-0.77, 0.46, 1.07], [4.03, 1.24, 0.41], [-0.63, 0.53, 0.01], [0.63, 2.36, 1.08], [0.10, -2.84, -1.74], [-0.25, -0.91, 0.89], [1.36, -0.29, 0.84], [-1.23, 1.12, -1.75], [-0.60, -0.61, -0.12], [-0.98, -2.86, -0.88], [1.00, 3.42, 0.84], [0.42, -0.42, 0.92], [-1.33, -1.70, -0.36], [0.38, 2.13, -0.41], [-1.09, -0.86, 1.36], [0.66, 0.46, -1.00], [0.47, 0.13, -0.06], [2.89, 0.67, 1.43], [-0.29, -0.14, 0.47], [-2.58, -0.06, -1.45], [-0.42, -0.01, -0.45], [-0.30, 0.56, -1.43], [0.80, -0.71, 1.80], [0.62, -1.03, -0.88], [-0.17, -4.54, 2.96], [0.26, 4.77, -1.38], [1.74, 1.21, 1.34], [-0.89, 0.06, 1.73], [-0.27, -0.49, -3.10]], "nbo_charge": [-0.24, -0.43, -0.58, -0.07, 0.32, -0.69, -0.85, 0.19, 0.21, 0.19, 0.22, 0.29, 0.30, 0.24, 0.22, 0.24, 0.26, 0.30, 0.39, 0.36, 0.50, 0.51, -1.01, 0.43, 0.49, -0.92, 0.48, 0.41, -0.88, 0.46, 0.48, -0.94, 0.49, 0.47, -0.95, 0.50, 0.48, -0.97, 0.47, 0.47, -0.94, 0.44, 0.48, -0.90, 0.49, 0.48, -0.95, 0.52, 0.47, -1.00, 0.45, 0.50, -0.94, 0.49, 0.48, -0.97, 0.49, 0.48, -0.94, 0.45, 0.55, -0.98], "e_lumo_ev": [-5.0, -9.0], "s_squared": 0.75, "de_lowest_kj_mol": 994.21, "charge": 1, "multiplicity": 2, "orbital_gap_ev": [7.97, 3.90]}

***

(4)
{"formula": "C4H8N3OS", "method": "the ωB97M-V functional and the def2-TZVPD basis", "elements": ["C", "C", "C", "C", "N", "N", "N", "O", "S", "H", "H", "H", "H", "H", "H", "H", "H"], "xyz": [[-2.631, -0.181, 1.921], [2.298, 0.253, -1.251], [1.282, 0.152, -0.193], [1.693, -0.180, -2.599], [-2.877, 0.562, 2.801], [0.177, -0.343, -0.563], [-2.183, -0.647, 0.875], [-2.542, 0.554, 4.106], [-0.027, -0.634, -2.223], [2.455, 1.340, -1.223], [3.214, -0.296, -1.043], [-3.223, 1.217, 4.429], [1.654, 0.515, 0.732], [1.764, 0.509, -3.313], [2.301, -1.065, -2.974], [-2.608, -1.416, 0.353], [-0.746, -0.338, 0.166]], "forces_ev_per_a": [[0.81, -0.91, -0.71], [-0.29, 0.95, -0.71], [1.41, -1.04, -1.29], [1.12, -4.14, 2.51], [-0.94, 1.35, 0.66], [-1.95, 1.00, 2.57], [0.89, -0.70, -1.67], [-1.48, 1.07, 0.75], [-0.21, -0.36, -0.74], [0.75, -0.08, -0.36], [0.07, 0.29, 0.33], [1.36, -1.04, 0.16], [-0.90, -0.03, 1.40], [-0.11, 3.01, -2.72], [-1.13, 0.79, 0.44], [-0.28, 0.28, 0.68], [0.89, -0.42, -1.30]], "nbo_charge": [0.63, -0.48, 0.23, -0.53, -0.16, -0.59, -0.80, -0.46, 0.50, 0.26, 0.27, 0.50, 0.24, 0.24, 0.25, 0.42, 0.48], "e_lumo_ev": -3.7, "de_lowest_kj_mol": 444.62, "charge": 1, "multiplicity": 1, "orbital_gap_ev": 9.54}

***

Number 1: largest force on an atom 5.19 eV/Å. Number 2: largest force on an atom 1.27 eV/Å. Number 3: largest force on an atom 5.42 eV/Å. Number 4: largest force on an atom 4.97 eV/Å.